This record from OMol25 describes a 8-piece molecular cluster, C29H29BCl28IN6O5S2 overall. The level of theory is wB97M-V/def2-TZVPD.

Values from the calculation:
**Strongest force on any atom**: 2.64 eV/A
**Gap between HOMO and LUMO**: 8.65 eV
**Energy relative to the best compared isomer or geometry (same formula, charge and spin)**: 0.0 kcal per mole
**Net charge**: +1
**Spin multiplicity**: 1

The geometry in XYZ format:
```
101
Properties=species:S:1:pos:R:3:forces:R:3
Cl -4.7477 -8.0792 7.3812 0.05 0.02 0.02
O 1.6468 0.0913 -4.5242 0.19 0.31 0.08
C -0.6738 -4.2318 4.6755 -0.08 -0.09 0.21
Cl -4.1621 2.0269 -7.0946 0.01 -0.04 0.07
N -0.1223 2.9440 -0.4085 -0.17 -0.10 -0.24
N 1.0702 -3.2500 -0.2711 -0.32 -1.34 -0.96
C 1.9197 1.2087 -5.3020 0.13 1.00 -2.06
O 3.2042 -1.2107 2.1589 0.06 0.83 -1.08
H 5.4942 -0.1022 1.0642 -0.06 -0.15 -0.20
H 6.8672 -0.1675 -0.0572 -0.20 -0.13 -0.08
H 1.3352 1.3646 -2.4147 -0.08 -0.26 -0.14
C 1.8040 -2.3487 -0.8561 1.55 1.77 -0.04
H 4.3269 -2.4164 -1.9266 0.04 0.32 -0.26
Cl -3.7170 5.3674 6.1442 0.01 0.00 0.04
C 2.7218 -0.3197 -3.6880 1.01 0.32 0.42
C -3.6500 -2.0164 -0.4289 -0.58 0.61 1.07
C -2.2063 -3.2688 -1.8836 0.24 -0.18 -0.02
Cl -6.1078 3.5694 1.1541 0.02 -0.05 -0.03
N 2.6854 -1.5574 -0.1914 -1.31 -0.80 0.51
Cl 1.0893 -4.0727 4.6570 -0.02 0.03 -0.09
C 5.5006 -1.9126 -0.2203 0.38 0.61 -0.08
O -1.2557 3.6255 -2.1606 -0.15 0.91 -0.43
C -0.6309 4.6968 -1.5718 -0.54 -1.04 -0.24
Cl 0.2562 8.9448 -5.5708 -0.03 -0.09 0.06
C -3.3848 -2.5908 -1.6413 -0.64 0.09 -1.20
N 0.0332 4.3036 -0.5640 1.14 0.90 1.19
H -1.9917 -3.7074 -2.8549 -0.09 0.07 0.08
H 1.1197 -2.3032 -2.7898 0.09 0.06 -0.07
C -1.2982 -3.3663 -0.8519 1.27 -0.72 -0.03
Cl -2.4023 2.5090 4.3869 -0.01 -0.24 -0.16
Cl -2.9571 2.5154 -4.5156 -0.19 0.10 -0.19
H 4.8982 -2.4776 0.4973 -0.22 0.10 -0.32
H 1.2291 0.5976 1.3181 -0.58 0.06 0.10
H 2.6405 2.4229 -3.6454 -0.35 0.29 -0.06
C 6.1839 -0.7718 0.5463 0.40 -0.32 0.48
C -1.5684 -2.8085 0.3815 0.22 0.27 0.65
C 0.0788 -4.0534 -1.0197 -1.33 0.90 0.33
C -0.2569 -0.1344 -2.1724 0.80 -0.02 -0.21
H 1.3433 3.2012 -4.6280 -0.01 -0.25 0.04
S 4.8165 2.7596 -1.4826 -0.68 0.38 0.02
C 4.6915 -1.4904 -1.4742 0.18 0.19 0.59
H 3.1950 -1.2023 -4.1348 -0.17 0.07 0.12
C -6.1156 2.7461 -0.4091 -0.05 0.06 0.07
C -1.8002 1.0147 5.1133 -0.16 0.11 0.02
H -0.8603 -2.8723 1.2163 -0.21 0.25 -1.03
Cl -2.5861 0.7440 6.6737 -0.01 -0.22 -0.18
H 6.7996 -1.2383 1.3270 -0.09 0.15 -0.12
C 3.3822 -0.0963 3.0584 0.51 -0.59 0.76
O 1.8714 1.1453 -6.5065 -0.26 -0.50 1.49
B 2.3114 -0.9944 1.1484 0.60 0.05 1.53
Cl -7.1460 1.3117 -0.3167 0.06 0.04 -0.03
C -3.0142 4.7541 7.6480 0.02 0.01 0.05
Cl 0.5469 6.0756 -5.4255 -0.01 0.00 0.03
Cl -1.3205 -3.7570 3.0862 0.07 -0.42 0.83
Cl -0.9184 7.4892 -3.3728 -0.05 0.41 -0.21
H -4.5608 -1.4538 -0.2411 0.03 -0.13 -0.29
O 1.1090 -0.3589 1.4175 0.65 -0.04 -0.84
C -4.3524 1.8211 -5.3499 0.03 0.06 -0.14
Cl -2.0704 -8.8070 8.1818 -0.03 0.04 -0.01
H -0.7597 5.6927 -1.9753 0.02 -0.51 0.12
Cl -2.7435 -6.0346 7.7487 -0.18 -0.06 0.28
H 0.0446 -5.0629 -0.6058 0.26 0.09 -0.11
H 1.1341 -3.4343 0.7201 0.36 0.18 -0.04
S -1.5904 1.0503 -1.8481 -0.39 -0.03 0.36
H 3.0167 3.0767 -5.2124 -0.27 -0.18 -0.23
Cl -2.1547 -0.3460 4.0381 0.04 0.07 -0.05
H 2.9181 -0.3520 4.0143 -0.15 0.34 -0.17
Cl -2.5741 6.1129 8.6865 -0.02 -0.05 -0.04
Cl -1.3449 -3.1705 5.9136 0.03 -0.10 0.02
Cl -4.4567 0.0926 -4.9677 0.02 0.01 0.02
H -0.4268 -1.0009 -1.5265 -0.19 0.29 0.08
Cl -6.7381 3.8434 -1.6431 0.04 -0.02 0.08
C 2.2842 -0.5937 -2.2179 0.09 0.56 -2.58
C 1.1429 0.4168 -1.9085 0.14 -0.21 1.33
H 6.2729 -2.6022 -0.5820 -0.13 0.12 0.03
Cl -3.8113 -7.4406 10.0363 0.02 -0.01 -0.07
H 0.3179 -4.0894 -2.0838 0.30 -0.21 0.21
C -2.7459 -2.1312 0.6132 0.27 0.02 -0.05
H -0.3622 -0.4767 -3.2094 -0.09 0.27 0.12
Cl -4.1973 3.7354 8.4779 0.03 0.02 -0.04
Cl -0.0489 1.1356 5.3485 -0.01 -0.01 0.00
H 3.5084 0.4473 -3.6593 -0.26 -0.04 -0.07
I 6.0838 -0.6132 -2.8684 -0.18 -0.14 -0.06
C -0.8932 2.5980 -1.3806 0.06 -1.07 -0.45
Cl -5.8263 2.6277 -4.8176 0.06 -0.05 0.00
C -3.3448 -7.5908 8.3394 -0.05 -0.01 0.08
Cl -4.4621 2.2509 -0.8171 -0.13 -0.03 -0.03
H 4.4586 0.0048 3.2355 -0.18 -0.11 -0.09
H 3.0375 0.8560 2.6492 -0.24 -0.22 0.08
Cl -1.5707 3.7990 7.2821 0.11 0.38 0.27
Cl -2.0256 7.2406 -6.0274 0.07 -0.02 0.07
N 3.5642 0.5812 -0.3447 0.03 0.35 -1.76
H -4.1068 -2.4757 -2.4455 0.07 -0.06 0.09
Cl -1.1152 -5.9029 5.0144 0.20 0.14 -0.34
N 1.8581 -1.9989 -2.1699 -1.06 -0.83 0.71
C 3.9640 1.6023 -0.9080 1.29 -0.64 0.63
H 1.1777 0.6636 -0.8419 -0.04 -0.03 -0.23
H -2.8989 -1.6831 1.5889 -0.25 0.02 -0.17
C -0.5355 7.4408 -5.1057 -0.05 0.05 -0.16
C 3.4251 -0.6455 -1.1558 -1.36 -1.09 1.58
C 2.2307 2.5643 -4.6535 0.58 -0.87 0.78
```
Forces are in eV/Å.

Löwdin atomic charge list, values in e, 6 entries:
1 Cl 0.525
2 O -0.026
3 C -1.998
4 Cl 0.540
5 N 0.076
6 N 0.156

=====

This record from OMol25 describes C29H29BF5N2Pd as an isolated structure. The level of theory is wB97M-V/def2-TZVPD.

Values from the calculation:
**Strongest force on any atom**: 2.54 eV/A
**Gap between HOMO and LUMO (alpha / beta)**: 6.46 / 6.42 eV
**Net charge**: -1
**Spin multiplicity**: 1

The geometry in XYZ format:
```
67
Properties=species:S:1:pos:R:3:forces:R:3
F 0.4984 1.1612 4.3764 0.65 0.48 0.45
H 3.6693 -0.0057 -3.3181 0.11 0.10 -0.06
C 2.5137 1.4344 -0.3666 0.11 0.28 -0.19
C 0.2708 -4.7757 0.7058 -0.06 0.14 0.01
H 5.0381 3.6287 -1.0242 0.08 0.00 0.00
H 5.4674 -2.3673 1.7341 0.05 0.03 0.11
C -2.5535 -1.6924 0.0584 -0.17 0.67 -0.30
N -2.0232 -0.4642 -0.1586 0.03 -0.55 1.00
C 2.8645 -1.0977 3.1231 -0.08 0.22 -0.15
C -1.9189 -4.1179 -0.0121 -0.10 0.37 0.12
C 2.9849 4.1901 -0.8632 0.12 0.13 -0.03
H 5.6381 0.7175 2.0632 0.11 0.06 -0.05
C -2.8287 0.5975 -0.1338 0.21 0.15 -0.20
H -2.3548 1.5629 -0.2671 0.08 -0.05 0.08
F -0.0518 0.5219 2.2465 -0.06 0.53 0.73
C 2.3296 -1.5337 -2.5674 -0.15 0.18 -0.05
C 3.8174 1.9409 -0.5990 -0.21 -0.23 0.13
C -1.5892 -2.7731 0.1915 0.67 -0.47 0.30
C 0.6416 -3.4408 0.8150 0.08 0.06 0.36
N 2.2014 0.1460 -0.2315 -0.96 -0.71 0.61
C 3.9411 -1.1150 0.9072 -0.37 0.26 -0.31
C 5.0165 0.2026 2.7937 -0.18 -0.03 -0.16
B -0.4054 0.4187 3.6572 0.28 0.03 -0.71
C 2.5993 -0.1921 -3.2572 0.01 -0.16 0.00
H 2.5961 -2.3297 -3.2767 0.05 0.07 0.10
Pd 0.1599 -0.3958 0.1800 -1.88 -0.18 1.11
H 0.6167 -2.7046 -1.9450 -0.09 -0.03 0.00
C 3.1266 -0.8807 -0.2213 0.80 -0.33 -0.22
H 2.1890 -0.1971 -4.2662 -0.05 -0.01 -0.13
C 3.7217 -0.2860 2.1493 0.02 -0.02 0.14
H 3.3421 -2.0431 3.3762 0.11 -0.14 0.02
H -4.3326 -2.8492 0.3667 0.02 -0.07 0.04
C -4.7646 -0.7621 0.1622 0.35 0.32 0.02
C 0.8380 -1.6847 -2.2585 0.15 0.02 0.02
H 3.1676 5.2362 -1.0552 0.00 0.09 0.01
H -5.8360 -0.8787 0.2596 0.00 0.00 0.06
H 1.6564 -3.1976 1.1067 0.06 0.08 -0.04
H -4.8112 1.3892 0.0186 0.04 0.09 0.03
C -0.2782 -2.4328 0.5835 0.44 1.13 -1.05
H 2.1380 0.6250 -2.7101 0.01 0.07 0.01
H 4.2365 -3.3899 -2.2127 -0.04 -0.03 -0.06
C 4.0307 3.2787 -0.8417 0.01 0.30 -0.02
F -0.3447 -0.9095 3.9983 0.02 -0.97 0.26
C -0.9971 -5.1091 0.2540 0.05 -0.25 -0.03
H 5.6956 -3.7627 -0.2755 0.03 -0.05 0.04
H -2.8947 -4.3881 -0.3947 -0.10 0.01 0.05
F 0.1813 1.9221 -0.2847 0.44 0.23 -0.01
C -4.1953 0.5034 0.0244 -0.36 -0.39 -0.16
H 0.9735 -5.5564 0.9597 0.13 -0.04 -0.08
F -1.6756 0.9114 3.8098 -1.04 0.38 0.05
H 1.8919 -1.3015 2.6718 -0.01 -0.05 0.12
C 1.4849 2.4009 -0.4151 0.14 -0.11 -0.03
C -3.9300 -1.8613 0.2044 0.01 0.00 -0.17
H -1.2613 -6.1478 0.1003 -0.02 -0.01 0.02
H 2.6875 -0.5346 4.0345 -0.11 0.06 0.15
H 0.2394 -1.4463 -3.1381 -0.08 0.03 -0.09
H 3.1394 0.5969 1.8779 0.07 -0.11 0.01
C 4.1418 -2.7515 -1.3423 0.09 -0.11 0.04
H 0.8471 4.4062 -0.6738 -0.14 0.05 0.01
C 4.9658 -2.9642 -0.2505 0.06 -0.12 0.05
C 3.2073 -1.7289 -1.3459 -0.02 0.13 0.07
H 4.7789 0.9013 3.5915 0.01 0.07 0.15
H 5.5890 -0.6170 3.2202 0.14 -0.14 0.08
H 0.5279 -0.9973 -1.4055 0.48 -1.07 -2.25
C 4.8436 -2.1646 0.8742 0.15 -0.10 -0.07
C 1.6902 3.7338 -0.6492 -0.20 -0.20 0.04
H 4.6464 1.2469 -0.6081 0.01 -0.09 0.03
```
Forces are in eV/Å.

Löwdin atomic charge list, values in e, 6 entries:
1 F 0.131
2 H 0.080
3 C -0.280
4 C -0.084
5 H 0.094
6 H 0.104